Below is 11 unconnected molecules or ions with the total composition C53H120F15N6O21S5 at a distorted geometry, with properties calculated with ωB97M-V/def2-TZVPD.

Values from the calculation:
LUMO energy   -1.7 eV
Total charge   +1
2S+1   1

The geometry in XYZ format:
```
220
Properties=species:S:1:pos:R:3:forces:R:3:mulliken_charge:R:1
C -25.514870 -2.807155 9.529372 -1.72 -1.26 1.50 -1.495
C -25.616077 -4.324297 9.894453 -0.35 -0.45 0.04 0.143
N -24.574266 -4.731498 10.990366 0.20 1.87 -0.33 1.112
C -24.698439 -3.631713 12.049732 -0.23 -0.83 0.48 -1.457
C -24.872068 -6.079015 11.648133 0.85 1.35 0.24 0.523
C -25.245404 -7.157855 10.699165 -0.84 -1.26 -0.52 -1.596
C -23.155341 -4.719157 10.404092 -0.07 -1.55 1.24 -1.202
C -22.006889 -4.385018 11.357677 -0.13 0.29 -2.95 -0.164
O -21.918020 -2.988631 11.439218 0.05 -0.31 1.61 -0.416
C -21.326572 -2.532088 12.675958 -1.05 2.11 -1.61 -0.546
H -25.895409 -2.190400 10.359791 -0.10 -0.39 -0.17 0.241
H -26.210055 -2.606905 8.713533 0.61 -0.06 -0.35 0.466
H -24.508096 -2.512732 9.446242 1.20 0.50 -1.01 0.387
H -25.476315 -5.018913 9.027363 0.21 0.76 0.62 0.516
H -26.638120 -4.555227 10.289146 1.05 0.24 -0.15 -0.216
H -25.773321 -3.557070 12.316443 0.70 -0.02 -0.18 0.403
H -24.330661 -2.688383 11.648029 -0.05 -0.35 0.25 0.702
H -24.096122 -3.950611 12.924032 -0.32 0.25 -0.44 0.405
H -25.692076 -5.839299 12.305190 -0.37 -0.16 0.32 0.233
H -23.991282 -6.328474 12.285147 -0.53 0.27 -0.58 -0.192
H -25.136238 -8.129523 11.291506 -0.93 1.15 -0.95 0.383
H -24.587835 -7.299919 9.849718 0.61 0.20 -0.03 0.430
H -26.238980 -6.927832 10.192311 0.88 -0.83 1.17 0.288
H -23.056842 -4.162078 9.524744 -0.45 1.32 -1.12 0.658
H -23.027737 -5.735180 10.083535 0.22 -0.67 -0.20 0.442
H -21.078195 -4.760830 10.898293 -0.20 -0.14 -0.12 0.574
H -22.135424 -4.978194 12.202749 -0.13 -0.25 2.32 0.000
H -20.332200 -2.192452 12.464720 0.78 -0.03 0.04 0.359
H -21.353473 -3.201587 13.485337 -0.12 -1.29 0.80 0.169
H -21.908888 -1.631159 12.939174 0.23 -0.31 0.11 0.169
C -31.270062 -2.727826 14.902785 -0.51 0.29 -0.40 -2.272
C -29.828600 -2.716571 14.564324 0.89 -0.89 -0.93 1.564
N -28.831566 -2.606315 15.700885 -0.49 0.87 1.09 1.064
C -27.418094 -2.671418 15.188869 -1.38 -1.73 0.37 0.171
C -28.953990 -1.180989 16.246561 -1.77 0.79 0.82 0.904
C -27.875154 -0.650998 17.208495 0.15 0.62 -0.57 -0.535
C -29.093106 -3.598654 16.846568 0.92 0.22 -0.44 0.163
C -28.620625 -5.039889 16.597936 -0.43 0.65 -1.14 -0.872
O -27.338739 -5.138185 17.150954 0.50 1.66 0.38 0.310
C -26.911658 -6.430930 17.158335 0.06 -2.59 -0.90 -0.817
H -31.554979 -3.653957 15.357167 -0.40 -0.36 0.57 0.689
H -31.780759 -2.690695 13.939006 0.00 -0.25 -0.03 0.499
H -31.611307 -1.852058 15.422577 -0.22 0.28 0.65 0.273
H -29.641442 -1.907094 13.849507 0.46 -0.22 0.19 0.218
H -29.646824 -3.671802 14.043772 0.43 0.52 0.16 -0.910
H -27.345671 -1.833336 14.570556 0.78 1.53 -0.40 -0.472
H -27.410005 -3.468118 14.466779 0.39 -0.85 0.01 0.108
H -26.748686 -2.813207 16.045323 -0.06 0.32 -0.61 -0.059
H -29.952835 -1.058722 16.750620 0.82 -0.62 -0.34 0.231
H -29.070504 -0.549159 15.357900 0.57 -0.12 0.24 -0.556
H -27.620192 -1.353842 17.989220 0.27 -0.46 0.08 0.059
H -28.258477 0.210922 17.783143 -0.22 -0.28 -0.56 0.120
H -26.984768 -0.266651 16.670443 -0.35 -0.54 0.26 -0.251
H -30.147038 -3.601207 17.124715 0.18 0.45 -0.11 0.608
H -28.457972 -3.186747 17.648716 -0.66 -0.47 0.02 -0.680
H -28.598143 -5.319792 15.492663 -0.10 0.33 1.19 -0.086
H -29.343923 -5.708954 17.092332 0.32 0.00 0.00 0.676
H -27.590869 -7.026214 17.792935 0.28 -0.18 -0.22 0.274
H -25.875019 -6.667273 17.432995 -0.14 1.05 0.49 0.103
H -26.932669 -6.804440 16.117097 -0.32 -0.33 0.21 0.235
C -28.913051 3.046995 14.667533 0.93 0.54 0.72 -0.960
C -29.149315 2.939364 13.205279 -0.16 -1.28 -1.10 -0.670
N -30.391292 2.166260 12.703891 1.03 -0.03 0.49 0.927
C -31.593020 2.933628 13.083154 -1.23 0.07 -0.38 -1.088
C -30.192292 1.964329 11.198440 -0.04 -0.01 0.76 -0.030
C -30.269432 3.234496 10.400310 -0.43 0.22 -0.75 -1.287
C -30.485474 0.783232 13.272399 0.63 -0.12 1.55 1.680
C -31.602609 -0.039705 12.698925 -1.21 0.23 -0.03 -1.220
O -31.020631 -0.732625 11.660105 0.45 -1.43 -1.87 -0.158
C -31.881392 -1.554900 10.844754 -0.72 0.59 1.37 -1.002
H -28.063361 3.798912 14.664359 -0.91 -0.73 0.51 0.391
H -28.482142 2.098619 15.110459 -0.94 1.15 -0.37 -0.070
H -29.790938 3.497128 15.163605 0.55 -0.43 0.27 0.484
H -28.313156 2.344340 12.800623 -0.25 0.72 -0.23 0.179
H -29.301373 3.926658 12.750306 0.48 -0.35 0.01 0.627
H -31.852981 2.782661 14.146508 0.39 0.13 -0.41 0.072
H -32.441859 2.544397 12.493114 0.34 0.38 0.28 0.418
H -31.445177 3.991973 12.836177 -0.09 -0.34 0.24 0.490
H -30.918829 1.209914 10.965218 -0.48 0.18 -0.63 0.375
H -29.232913 1.428003 11.082272 -0.30 0.47 0.15 0.254
H -29.342789 3.771838 10.410037 0.62 0.28 0.05 0.380
H -31.039904 3.950889 10.712952 0.00 -0.45 -0.01 0.251
H -30.469221 2.992039 9.345266 0.02 0.01 0.36 0.426
H -30.548222 0.790373 14.386246 -0.13 0.65 -0.82 -1.111
H -29.546014 0.286140 13.015747 -0.08 0.07 0.02 0.158
H -32.482134 0.548793 12.353471 0.44 -0.07 0.18 0.619
H -32.020076 -0.716598 13.446486 0.08 0.02 0.18 0.210
H -32.479325 -0.983080 10.135434 0.09 0.40 -0.04 0.335
H -32.578502 -2.054530 11.520141 -0.12 -0.24 -0.09 0.346
H -31.324381 -2.305264 10.332795 0.69 -0.30 -0.17 0.236
C -31.605033 -1.541679 23.579165 1.98 -0.87 0.24 -1.197
C -32.156425 -1.766637 22.186073 -1.15 0.71 0.24 0.187
N -32.084063 -0.584219 21.246244 -0.22 1.23 -0.91 0.364
C -32.578727 -1.067527 19.875337 0.66 0.50 0.36 -0.376
C -32.989189 0.669254 21.551724 1.09 -1.80 0.63 -0.056
C -32.608201 1.537065 22.728873 0.78 -0.90 0.71 -1.485
C -30.596168 -0.204617 21.096849 -1.35 2.58 0.03 -0.657
C -30.305804 0.667196 19.854037 1.63 -1.17 0.52 0.600
O -30.676420 2.030812 20.064878 -0.02 -1.14 -0.48 -0.442
C -30.440657 2.767808 18.854252 0.33 -1.98 -0.75 -0.429
H -32.309013 -1.134190 24.260662 -0.69 0.66 0.47 0.415
H -30.670697 -0.894003 23.556187 -1.18 -0.95 0.14 0.184
H -31.301882 -2.545477 24.038502 -0.29 1.32 -0.87 0.381
H -33.224975 -2.072763 22.183237 0.66 0.07 0.13 0.411
H -31.572545 -2.493021 21.671897 0.32 -0.80 -0.27 0.011
H -33.623768 -1.361045 19.897574 -0.08 0.00 0.46 0.372
H -31.953358 -1.939968 19.634445 -0.16 0.45 -0.32 0.041
H -32.499178 -0.188111 19.202563 -0.13 -0.98 0.16 0.108
H -33.930860 0.205316 21.767258 -0.72 -0.15 -0.09 0.662
H -33.057932 1.202440 20.620320 0.19 0.26 -0.26 0.144
H -31.539254 1.667779 22.975196 -0.45 -0.39 -0.34 0.235
H -33.142982 1.264581 23.646576 0.20 -0.02 -0.25 0.363
H -32.913510 2.488341 22.429080 -0.63 1.79 -0.15 0.528
H -30.106641 -1.142278 21.097388 0.91 -0.70 -0.12 0.142
H -30.303740 0.454463 21.952364 -0.28 -1.02 -0.48 0.213
H -30.699685 0.132534 18.964452 -0.10 1.09 0.13 -0.537
H -29.172729 0.524331 19.720346 -1.17 0.67 0.26 0.307
H -30.747636 3.788857 18.925218 -0.74 0.34 0.19 0.395
H -30.866250 2.163097 18.008806 -0.06 1.16 0.56 -0.136
H -29.374730 2.778164 18.673027 0.68 0.10 -0.01 0.353
C -17.835614 -7.956147 18.700201 0.45 0.00 -1.45 -1.410
C -19.097157 -8.352481 17.954558 -0.11 0.02 2.10 -0.311
N -20.269823 -9.068303 18.770944 -0.50 2.09 -1.31 0.802
C -19.727170 -9.896387 19.785365 3.25 -1.65 -0.26 -1.227
C -21.246712 -8.105865 19.412781 0.00 -0.45 0.72 -0.136
C -20.622271 -6.981411 20.162961 -0.64 1.45 1.30 -1.228
C -21.001357 -9.809917 17.703948 0.01 -0.50 -1.95 -0.039
C -22.291918 -10.533881 18.073339 0.41 -0.96 -1.28 -0.907
O -22.097155 -11.659967 18.896439 0.53 0.18 0.11 -0.356
C -23.205243 -12.542384 18.835571 0.25 -0.03 0.31 -0.799
H -17.772437 -6.942182 18.952902 -0.47 1.52 0.84 0.411
H -16.964032 -8.022542 18.023252 -0.53 -0.45 -0.03 0.414
H -17.590892 -8.552913 19.530520 0.22 -0.73 1.05 0.305
H -18.784058 -9.049217 17.250174 0.05 -1.58 -1.20 0.619
H -19.546307 -7.570718 17.406579 -0.62 0.91 -0.33 0.207
H -19.233120 -9.316464 20.539412 0.08 0.43 0.35 0.392
H -18.934497 -10.485105 19.273519 -0.27 0.17 0.51 0.456
H -20.326921 -10.624470 20.248447 -1.59 -0.51 0.20 0.254
H -21.807765 -8.739560 20.158408 0.07 0.68 -1.18 0.324
H -21.823427 -7.649225 18.614240 -0.43 -0.38 -0.08 0.147
H -20.159733 -7.198873 21.131008 0.44 -0.35 -0.47 0.351
H -21.433957 -6.301111 20.496747 -0.01 -0.50 -0.30 0.195
H -20.040838 -6.314423 19.550864 0.66 -0.05 -0.25 0.352
H -20.230803 -10.451867 17.227804 -0.69 -0.19 0.52 0.512
H -21.227387 -9.078708 16.870250 0.14 -0.54 1.22 0.037
H -22.790936 -10.890286 17.119919 0.67 0.66 0.68 0.515
H -22.957742 -9.844131 18.535534 -0.85 0.63 0.41 0.384
H -24.108176 -11.994058 19.080520 -0.51 0.19 -0.61 0.346
H -23.122172 -13.207327 19.688381 0.37 -0.51 -0.24 0.279
H -23.217421 -13.073689 17.856749 -0.30 0.31 0.71 0.296
C -23.830095 -2.608992 16.473137 -0.84 0.73 -0.22 -0.562
C -23.619508 -1.686722 17.628799 -2.10 2.67 0.63 -0.331
N -23.422120 -2.262809 19.016648 -0.31 -1.05 -0.50 0.879
C -22.417148 -3.345462 18.890100 0.91 -0.10 -1.09 -1.332
C -22.957721 -1.191678 20.004402 0.91 1.32 -3.34 -0.397
C -23.858976 0.004347 20.007715 -0.85 1.25 0.76 -1.075
C -24.721614 -2.897492 19.417252 0.87 -1.28 -0.64 -0.095
C -24.607053 -3.815809 20.600703 -2.69 1.02 0.49 -0.758
O -24.106595 -3.062431 21.659533 0.42 0.10 0.48 -0.341
C -24.548441 -3.589527 22.880383 -0.40 -0.63 0.30 -0.839
H -22.921082 -3.090275 16.225655 0.74 -0.83 -0.61 0.666
H -24.165531 -1.909099 15.648381 0.28 -1.02 0.69 -0.011
H -24.624524 -3.335986 16.722316 0.41 0.21 -0.55 -0.456
H -24.607357 -1.079326 17.681200 1.72 -0.77 0.14 -0.021
H -22.812275 -0.944006 17.503857 -0.22 -0.47 -0.22 0.475
H -22.791349 -4.251441 18.371385 0.04 0.99 -0.33 0.384
H -22.123849 -3.733979 19.823707 0.29 0.07 1.53 0.623
H -21.515741 -2.915510 18.404328 -0.61 -0.45 0.08 0.436
H -22.010189 -0.856278 19.536785 -0.15 -0.34 0.51 0.429
H -22.801105 -1.655969 20.910797 0.27 -0.78 1.80 0.549
H -24.801932 -0.168955 20.563222 0.43 0.14 -0.45 0.297
H -24.042564 0.388535 19.013891 -0.47 -0.41 -0.40 0.200
H -23.416189 0.942798 20.406139 0.22 -1.02 0.51 0.436
H -25.012752 -3.520279 18.577220 -0.26 0.09 -0.13 -0.308
H -25.415516 -2.099424 19.511759 -0.77 0.46 0.52 0.516
H -24.174840 -4.793801 20.464499 0.94 -0.23 -0.30 0.350
H -25.658092 -4.050872 20.866232 0.21 -0.03 -0.50 0.405
H -24.348797 -4.655321 22.881051 -0.24 -0.46 0.14 0.370
H -25.603931 -3.396654 23.146404 0.26 -0.02 -0.61 0.246
H -23.944459 -3.185325 23.640523 0.76 0.71 1.01 0.317
C -23.358729 -7.394573 15.081912 -1.65 -0.24 0.30 0.425
F -23.757769 -8.233073 16.043675 -0.10 -0.38 0.82 -0.167
F -23.345871 -8.118422 13.974574 0.77 0.01 -0.60 -0.255
F -24.344703 -6.483101 14.923780 0.20 0.06 0.14 0.057
S -21.846975 -6.542633 15.564078 0.90 1.41 -2.45 0.596
O -22.145918 -5.922329 16.820762 -0.67 0.55 0.97 -0.453
O -20.801181 -7.514857 15.669284 0.49 -1.26 -0.01 -0.980
O -21.714214 -5.689814 14.390940 -0.14 0.12 0.82 -0.535
C -34.514376 0.612579 15.706836 1.06 0.96 1.02 0.652
F -34.350640 -0.672179 16.067266 -0.35 0.07 -0.34 -0.228
F -34.459302 0.723285 14.372583 0.31 -0.41 0.18 -0.221
F -35.671150 1.092988 16.101173 -1.56 -0.71 0.05 -0.227
S -33.346945 1.753131 16.593599 0.67 1.38 -2.34 1.018
O -33.503112 1.638120 17.997231 -1.19 -0.54 1.97 -0.590
O -32.020370 1.372012 16.197984 1.89 -1.38 -0.94 -0.788
O -33.731554 2.987263 15.952916 -0.47 0.33 0.31 -0.736
C -25.349229 1.608676 12.889084 0.45 0.46 0.98 0.462
F -24.023865 1.597514 12.853027 0.37 -0.02 0.24 -0.205
F -25.761912 2.737720 13.489002 0.13 0.24 0.20 -0.219
F -25.779261 1.638095 11.663721 -0.74 -0.06 -1.56 -0.229
S -26.023598 0.186690 13.781557 2.78 -3.17 1.29 1.511
O -27.397128 0.462168 13.966035 -2.80 1.05 -0.06 -0.897
O -25.800931 -0.945581 12.866960 0.40 1.24 0.92 -0.809
O -25.322505 0.122697 15.095274 -0.25 0.20 -2.02 -0.732
C -29.215122 -6.363552 12.338775 -1.50 0.75 -1.58 0.645
F -29.724099 -6.155371 13.586217 0.40 -0.17 -0.75 -0.255
F -28.058038 -6.942193 12.417707 1.73 -0.67 0.76 -0.212
F -30.014267 -7.209275 11.669072 -0.34 0.02 0.51 -0.257
S -29.112298 -4.776848 11.342098 1.97 -0.08 -2.06 1.239
O -30.439662 -4.296390 11.470105 -1.62 0.53 0.23 -0.566
O -28.089729 -4.034490 12.047938 0.48 0.27 1.23 -0.873
O -28.636005 -5.024526 9.957127 -1.11 -0.76 1.92 -0.752
C -29.827571 -5.355761 21.512804 2.00 -0.54 1.19 0.484
F -29.067724 -5.935714 22.535139 -1.26 0.93 -0.91 -0.255
F -29.816011 -6.234248 20.540364 -0.70 -0.91 -0.75 -0.209
F -31.071661 -5.118890 21.945745 0.69 -0.35 -0.07 -0.193
S -29.050534 -3.816721 20.892645 0.16 1.16 1.31 0.663
O -27.775515 -3.994647 20.229763 -0.22 -0.81 0.03 -0.304
O -30.116614 -3.397949 20.020210 -0.71 0.49 -1.12 -0.630
O -28.966882 -3.060256 22.126148 0.09 0.26 0.08 -0.654
```
Positions in Å, forces in eV/Å.